Entry from OMol25: a 2-piece molecular cluster, C6H14OSi overall in a non-equilibrium geometry (ωB97M-V/def2-TZVPD).

Values from the calculation:
LUMO energy (spin up / spin down) = -0.097 / -0.134 eV
molar mass = 130.26 g/mol
HOMO-LUMO gap (spin up / spin down) = 8.59 / 6.64 eV
calculated total energy = -16369.518 eV
ΔE to the lowest compared entry with this formula, charge and spin = 145.85 kcal per mole
spin multiplicity = 1

Structure (XYZ):
```
22
Properties=species:S:1:pos:R:3:forces:R:3:mulliken_charge:R:1
H 2.33638 2.29450 -0.73086 0.27 -0.20 -0.01 0.308
H 0.76633 -3.08535 0.53532 0.29 0.45 0.61 0.350
Si 0.39877 0.76145 0.70410 -1.71 -0.23 -1.46 0.174
C 0.32393 -2.07996 0.50253 -2.16 -0.20 2.09 -1.057
O 1.01450 2.10116 1.43823 0.70 -0.14 0.52 -0.490
C 0.49765 1.28782 -1.16339 0.99 -0.03 1.52 -0.459
H 0.25910 0.72390 -2.03477 -1.40 -0.74 -0.08 0.453
H 2.59181 0.58424 -1.06142 0.12 -0.45 -0.02 0.315
H 0.09051 -1.98352 -0.50814 -0.36 0.61 -1.93 0.375
H -3.75971 -1.81108 0.47315 -0.22 2.38 -1.04 0.168
H 0.01869 2.26719 -1.12720 -0.08 -0.03 -0.50 0.301
H -2.15940 0.32883 0.35784 -0.92 0.58 -0.06 -0.009
C -3.97388 -0.75638 -0.07033 -0.86 -4.57 1.06 -0.463
C -3.21632 0.24899 -0.01181 2.99 1.52 0.39 -0.108
H 2.29049 1.74723 -2.45775 -0.61 -0.80 2.39 0.279
H -4.82464 -0.81913 -0.69696 -1.07 0.13 -0.39 0.264
H -0.75719 -2.16637 1.02049 2.47 0.27 -0.91 0.195
H 1.15890 -1.12406 2.19775 0.36 0.76 -1.20 0.324
H 2.18172 -0.96263 0.70846 0.16 0.02 0.12 0.329
C 1.99852 1.44357 -1.32874 1.28 2.35 -2.44 -1.117
H 1.60522 1.88633 2.17098 -0.09 0.30 0.02 0.312
C 1.15861 -0.88675 1.08255 -0.15 -1.99 1.31 -0.445
```
Positions in Å, forces in eV/Å.